# C34H66F21N3O24PS7

A cluster of 11 separate species, C34H66F21N3O24PS7 in total at a distorted geometry (ωB97M-V/def2-TZVPD, the Open Molecules 2025 dataset).

Structure (XYZ):
```
156
C34H66F21N3O24PS7 (ωB97M-V/def2-TZVPD)
C 3.229 -7.394 -1.317
C 3.182 -8.070 0.003
O 4.235 -8.548 0.505
N 1.841 -8.037 0.772
H 2.063 -7.426 1.545
H 1.083 -7.447 0.461
C 1.520 -9.415 1.335
H 2.389 -7.692 -1.945
H 4.153 -7.724 -1.791
H 3.272 -6.323 -1.117
H 2.421 -9.892 1.722
H 0.953 -9.863 0.519
H 0.738 -9.264 2.079
C -3.959 -2.854 -1.671
C -5.216 -3.637 -1.231
O -5.670 -4.534 -1.873
N -6.000 -3.193 0.028
H -5.822 -3.998 0.611
H -5.477 -2.429 0.431
C -7.485 -2.899 -0.235
H -4.224 -2.019 -2.320
H -3.404 -3.524 -2.328
H -3.242 -2.500 -0.930
H -7.844 -2.499 0.713
H -8.031 -3.694 -0.742
H -7.522 -2.046 -0.912
C 0.194 -1.869 -0.910
N 1.104 -1.578 0.332
C 1.168 -0.059 0.699
C 0.507 -2.261 1.545
C 2.536 -1.975 -0.038
C 2.870 -3.453 -0.482
O 2.466 -4.360 0.512
H 0.705 -1.427 -1.765
H -0.732 -1.379 -0.608
H -0.006 -2.925 -1.096
H 1.880 0.425 0.030
H 1.466 -0.063 1.748
H 0.139 0.288 0.789
H -0.419 -1.762 1.833
H 1.196 -2.130 2.379
H 0.400 -3.314 1.284
H 3.198 -1.733 0.794
H 2.845 -1.424 -0.926
H 3.935 -3.608 -0.658
H 2.263 -3.813 -1.312
H 3.136 -4.447 1.194
C -4.997 10.884 -2.029
C -4.402 9.620 -2.680
C -3.967 8.603 -1.627
C -3.587 7.136 -2.210
P -2.738 5.993 -1.113
C -2.468 4.482 -2.149
C -1.050 4.404 -2.836
C -0.558 3.058 -3.364
C -0.039 2.039 -2.306
C -1.204 6.780 -0.447
C -0.390 7.574 -1.524
C 0.878 8.217 -0.932
C 0.734 9.570 -0.212
C -3.814 5.664 0.341
C -3.322 5.042 1.678
C -2.401 3.820 1.449
C -2.079 3.038 2.745
H -4.277 11.430 -1.419
H -5.719 10.554 -1.281
H -5.446 11.582 -2.735
H -3.641 9.888 -3.413
H -5.220 9.138 -3.217
H -4.749 8.559 -0.868
H -3.118 9.063 -1.122
H -2.961 7.187 -3.101
H -4.481 6.513 -2.245
H -3.188 4.538 -2.965
H -2.562 3.566 -1.566
H -0.419 4.751 -2.018
H -1.104 5.191 -3.587
H 0.297 3.146 -4.035
H -1.449 2.640 -3.832
H -0.799 1.964 -1.528
H 0.914 2.325 -1.861
H 0.075 1.044 -2.737
H -0.600 5.947 -0.088
H -1.678 7.431 0.288
H -0.970 8.394 -1.948
H -0.070 6.894 -2.314
H 1.599 8.441 -1.718
H 1.411 7.549 -0.255
H 1.617 10.208 -0.176
H 0.397 9.482 0.821
H -0.025 10.205 -0.667
H -4.542 4.972 -0.082
H -4.396 6.561 0.553
H -4.103 4.892 2.423
H -2.767 5.847 2.159
H -1.440 4.138 1.045
H -2.836 3.167 0.693
H -3.020 2.848 3.261
H -1.310 3.531 3.339
H -1.582 2.086 2.555
C 1.765 -2.963 -4.023
F 2.775 -3.648 -3.524
F 0.639 -3.411 -3.455
F 1.962 -1.631 -3.884
S 1.760 -3.311 -5.950
O 1.152 -4.652 -6.052
O 0.898 -2.317 -6.637
O 3.191 -3.179 -6.298
C 6.342 0.348 -0.402
F 6.793 1.244 -1.213
F 5.383 -0.354 -1.025
F 7.376 -0.419 -0.041
S 5.591 1.146 1.222
O 6.530 0.959 2.314
O 5.371 2.584 0.862
O 4.343 0.391 1.493
C 2.611 -4.205 4.473
F 1.301 -4.001 4.449
F 3.133 -3.432 3.550
F 3.006 -3.761 5.620
S 3.066 -6.036 4.212
O 2.469 -6.829 5.276
O 2.615 -6.474 2.861
O 4.580 -5.977 4.335
C -2.589 -7.217 -1.173
F -3.194 -6.895 -0.009
F -2.374 -8.572 -1.315
F -3.405 -6.818 -2.138
S -0.970 -6.161 -1.274
O -0.073 -6.702 -0.239
O -0.461 -6.336 -2.645
O -1.429 -4.779 -1.053
C 2.340 1.766 4.510
F 1.230 2.332 4.112
F 2.213 1.485 5.772
F 2.647 0.667 3.790
S 3.787 3.028 4.371
O 3.384 4.215 5.166
O 5.018 2.318 4.776
O 3.808 3.422 2.981
C 7.166 -3.961 0.468
F 8.036 -2.990 0.679
F 6.329 -3.760 -0.492
F 7.783 -5.108 0.276
S 6.107 -4.039 2.105
O 6.754 -4.966 3.104
O 5.992 -2.679 2.593
O 4.822 -4.676 1.727
C -3.273 -2.828 2.713
F -2.007 -3.077 3.165
F -3.611 -3.653 1.792
F -4.137 -3.085 3.715
S -3.668 -1.006 1.981
O -5.057 -1.064 1.451
O -3.674 -0.050 3.120
O -2.617 -0.696 1.010
```

Properties
Kohn-Sham gap   3.47 eV
Net charge   -3
Highest occupied orbital energy   -0.9 eV